(1)
The following is a quantum chemistry calculation of a 3-piece molecular cluster, H2O5P2 overall at a distorted geometry, from the Open Molecules 2025 dataset.

Cartesian coordinates (Å):
O  0.15066  0.93934  -0.63310
P  -8.85017  -0.57964  0.46384
O  0.91544  -1.57682  -0.67706
P  0.85256  -2.53185  0.53878
O  -9.12489  0.77110  -0.22496
O  0.97709  -3.95320  0.18626
O  -8.42069  -1.60601  -0.60366
H  0.43015  -0.11041  -0.40651
H  -0.31492  0.96213  -1.54395

Forces on the atoms, in the same order (eV/Å):
O -0.5 -1.7 -1.2
P 0.4 0.6 -3.7
O -0.1 -0.6 1.5
P 0.0 1.9 -1.2
O 0.0 -1.1 1.7
O 0.2 -1.5 0.0
O -0.5 0.5 2.0
H -0.7 2.4 -1.6
H 1.3 -0.6 2.5

gap between HOMO and LUMO = 8.54 eV
multiplicity = 1
net charge = -2
E_HOMO = -2.44 eV
E_tot = -1060.27931 Eh
relative energy (zero: lowest compared OMol25 entry of this formula, charge and spin) = 0.914 eV
LUMO level = 6.1 eV


(2)
The following is a quantum chemistry calculation of a 4-piece molecular cluster, C22H47N2O9P overall at a distorted geometry, from the Open Molecules 2025 dataset.

Cartesian coordinates (Å):
C  -1.22252  0.22245  -3.82493
H  3.53420  -0.96030  -2.00057
H  2.20085  0.50537  7.39371
C  -2.03173  -1.47022  -1.08479
C  1.15859  -0.76537  5.96966
C  2.63392  2.18876  -2.38197
C  -1.60642  -4.74517  2.46137
H  -2.19373  -4.16354  3.17886
H  -1.50329  0.69588  -1.24693
C  -0.22225  -0.38153  -2.72764
H  -1.57464  -5.79314  2.77021
O  0.78434  -6.87020  2.88952
P  0.22917  -0.33740  0.20069
H  5.09268  -0.27746  -1.31183
H  3.04771  2.27123  -0.08709
O  -6.40605  3.57429  -4.55927
N  -1.75582  0.80324  -4.73880
H  -5.14029  2.46985  -5.71065
C  -4.64818  4.18359  -1.92236
H  2.14955  -5.81598  3.97132
C  1.15433  1.56949  -2.51922
H  -4.38632  2.24154  -3.34834
O  -3.91523  4.26190  -3.13674
H  1.57115  -7.52890  1.09627
N  -2.88507  -2.28615  -0.85349
H  3.83878  2.12310  6.45280
C  -0.94882  -0.32165  -1.28701
C  -4.08901  3.10509  -3.95302
H  0.22347  1.34302  3.63374
H  1.65178  0.29702  3.69624
O  0.04067  0.96964  1.00140
O  1.10249  0.13948  -2.75796
H  1.38871  -1.53878  5.22814
C  2.78561  2.97080  -0.95081
H  1.11854  -3.61604  3.68336
H  2.74451  3.02977  -3.17535
H  -2.09249  -4.68789  1.48501
H  -5.94402  5.56187  -4.09689
O  3.34209  0.28093  5.66408
H  2.93797  -1.07995  7.12286
O  0.40733  0.29409  5.38015
H  2.85634  0.33895  -4.58935
H  -5.67247  3.83758  -2.08349
H  -0.13102  -7.93492  1.40346
H  4.67033  -0.23633  -4.28234
H  4.27772  1.48523  -4.80430
C  0.62724  -7.15641  1.50618
H  -7.62984  5.06169  -3.87438
C  3.99129  -0.00237  -1.53189
H  0.64228  2.14597  -3.38985
H  2.11286  -5.39495  2.25274
C  -5.09250  3.35915  -5.07527
C  3.84122  1.16688  -2.64409
C  0.59766  0.37635  3.97288
H  4.81570  1.79484  -2.55271
H  2.27895  2.08075  5.57445
C  0.52931  -4.51003  3.45293
H  3.61649  3.75826  -1.14078
H  -0.07177  -4.75060  4.33613
H  -0.21727  -1.43133  1.04732
H  -0.92826  -2.05386  -3.53120
O  -0.30510  -4.18479  2.34357
H  3.80759  2.01212  4.68033
H  -4.77718  4.20187  -5.70044
C  -6.75014  4.95218  -4.51152
H  -3.11646  2.88012  -4.40022
C  3.88889  0.59016  -4.17284
H  -4.68695  5.18224  -1.48187
H  0.57265  1.91107  -1.57114
H  -6.99816  5.30633  -5.51696
C  1.48791  -5.64978  3.11592
C  2.43307  -0.24319  6.62884
H  3.46699  0.22204  -0.54159
H  1.57355  -0.60844  -0.20754
H  0.52524  -1.21682  6.73945
H  1.78693  3.53555  -0.79370
H  0.02707  -0.41484  3.47631
H  0.30268  -6.27998  0.94049
O  -0.09380  -1.80665  -3.04938
H  -4.13467  3.51365  -1.22508
C  3.30311  1.69960  5.59718

Forces on the atoms, in the same order (eV/Å):
C -0.5 2.9 -3.2
H 0.6 1.5 1.0
H -0.1 0.0 -0.1
C -2.1 -1.5 0.5
C -0.2 0.5 0.3
C 0.5 0.1 0.2
C -0.1 0.1 -0.2
H -0.1 -0.1 0.0
H 0.8 -1.7 0.4
C -0.7 -2.1 -0.5
H 0.1 0.1 0.0
O 0.0 0.3 -0.3
P -1.2 2.4 2.7
H -1.7 0.7 -0.4
H -0.5 1.1 -1.2
O 0.3 0.3 0.0
N 2.5 -3.2 4.7
H 0.0 0.0 0.0
C 0.1 0.2 0.0
H 0.0 0.0 0.0
C -0.4 2.5 0.0
H -0.1 0.0 0.0
O -0.3 -0.2 0.1
H 0.0 0.0 -0.1
N 4.2 3.9 -1.2
H -0.1 0.1 0.0
C -1.3 0.0 -0.5
C 0.2 0.5 -0.4
H 0.0 -0.2 0.0
H 0.0 0.0 0.0
O 0.7 -2.3 -2.0
O -2.2 0.2 0.3
H 0.1 0.1 0.0
C -0.1 0.3 -1.6
H 0.0 0.0 0.0
H -0.4 -1.5 1.2
H 0.1 0.1 0.1
H 0.0 0.0 0.0
O -0.3 0.2 0.1
H 0.0 0.0 0.0
O 0.4 -0.3 -0.1
H 1.5 -0.1 0.7
H 0.1 0.0 0.0
H 0.1 0.0 0.1
H -1.4 1.0 0.2
H -0.7 -1.5 0.9
C 0.0 -0.1 0.1
H 0.0 -0.1 -0.1
C -0.2 -0.9 -0.9
H 0.7 -1.3 1.2
H -0.1 0.0 0.0
C -0.2 -0.4 0.4
C 1.1 -0.1 0.1
C -0.2 0.2 0.1
H -1.7 -0.8 -0.1
H 0.0 0.0 0.0
C 0.3 0.1 -0.4
H -1.3 -1.4 0.7
H 0.0 -0.1 -0.1
H 0.5 0.3 -1.1
H 1.2 0.1 0.7
O 0.0 -0.2 0.2
H 0.0 -0.1 0.1
H 0.0 0.0 0.1
C -0.1 -0.1 0.0
H -0.1 0.0 0.0
C 0.3 1.7 0.3
H 0.1 -0.1 -0.1
H 0.8 -1.1 -1.4
H 0.0 0.1 0.0
C -0.4 -0.2 0.4
C 0.1 -0.4 -0.4
H 0.8 -0.2 -1.4
H -0.8 -0.1 -0.2
H 0.0 0.0 0.0
H 1.8 -0.9 0.1
H 0.0 0.0 -0.1
H 0.0 0.0 0.0
O -0.8 1.8 -0.4
H -0.1 0.0 0.1
C 0.1 -0.1 -0.1

gap between HOMO and LUMO = 9.22 eV
multiplicity = 1
SMILES = CC(C)[C@H](C)CO[C@](O)(C#N)[C@@H](C#N)[PH2]=O.COCCOC.COCCOC.COCCOC
net charge = 0
E_HOMO = -9.15 eV
E_tot = -1994.18305 Eh
LUMO level = 0.1 eV


(3)
The following is a quantum chemistry calculation of one molecule with the formula C4H5NS at a distorted geometry, from the Open Molecules 2025 dataset.

Cartesian coordinates (Å):
H  -1.14610  1.23873  -1.34936
H  -0.21473  1.13362  1.59993
C  0.75443  0.71068  -0.37600
H  0.08403  2.62268  0.50923
H  2.54003  -0.19706  0.40866
C  -0.74575  0.74244  -0.45580
C  -1.64176  -0.34085  -0.16271
S  1.51399  -0.89257  0.04464
C  -0.05293  1.57505  0.61218
H  1.31736  1.34558  -1.11594
N  -2.38405  -1.14091  0.21817

Forces on the atoms, in the same order (eV/Å):
H 0.3 0.2 0.4
H 0.3 0.5 -0.2
C -0.1 0.2 0.1
H -0.3 0.7 0.0
H 1.5 0.1 0.6
C -0.3 1.4 -1.9
C -0.2 -0.8 1.4
S -1.2 0.8 -0.4
C 0.2 -2.5 0.0
H -0.8 -1.1 0.6
N 0.5 0.5 -0.6

gap between HOMO and LUMO = 10.15 eV
multiplicity = 1
SMILES = N#C[C@H]1C[C@H]1S
net charge = 0
E_HOMO = -9.51 eV
E_tot = -608.29988 Eh
relative energy (zero: lowest compared OMol25 entry of this formula, charge and spin) = 1.382 eV
LUMO level = 0.6 eV


(4)
The following is a quantum chemistry calculation of CHNOS2 as an isolated structure at a distorted geometry, from the Open Molecules 2025 dataset.

Cartesian coordinates (Å):
O  0.32345  -0.79435  -0.54163
S  -2.34951  -0.57479  0.35512
C  -0.73373  -0.15187  -0.06820
H  1.79067  -0.08308  0.57533
N  1.45046  0.08714  -0.39159
S  -0.48134  1.51695  0.07098

Forces on the atoms, in the same order (eV/Å):
O -0.3 -0.6 1.1
S 2.6 0.3 -0.8
C -1.8 0.6 0.1
H -0.5 -0.1 -0.2
N -0.4 0.5 -0.4
S 0.4 -0.8 0.3

gap between HOMO and LUMO (alpha / beta) = 7.65 / 6.79 eV
multiplicity = 1
net charge = 0
E_HOMO (alpha / beta) = -9.50 / -9.42 eV
E_tot = -964.90389 Eh
relative energy (zero: lowest compared OMol25 entry of this formula, charge and spin) = 3.515 eV
LUMO level (alpha / beta) = -1.8 / -2.6 eV